91
Properties=species:S:1:pos:R:3 method="wB97M-V/def2-TZVPD" charge=+2 relative_energy_kcal_mol=16.2 energy_ha=-2973.50051 orbital_gap_ev=7.7 max_force_ev_per_a=0.9
Sc -0.4995 0.0620 -0.1102
C 2.9340 -1.6609 4.1905
N 2.1948 -1.8795 2.9492
C 2.4980 -3.1105 2.2279
C 1.5107 -0.9102 2.3034
N 1.2019 -0.9287 1.0430
N 1.1049 0.1524 3.0918
C 0.5154 1.3319 2.6760
N 0.0735 2.0987 3.6999
N 0.4757 1.6760 1.4314
H 3.1111 -2.6216 4.6644
H 2.3913 -1.0535 4.9108
H 3.9008 -1.1882 4.0002
H 2.7686 -3.8802 2.9442
H 3.3267 -2.9854 1.5241
H 1.6132 -3.4537 1.6926
H 1.6460 -1.6979 0.5560
H 1.0917 -0.0150 4.0819
H -0.0672 1.7181 4.6209
H -0.4733 2.9171 3.4950
H 0.0481 2.5907 1.3336
C -3.1896 -0.9986 3.3977
C -4.1926 -0.0482 3.2960
C -4.1178 0.9125 2.3035
C -3.0548 0.9248 1.3961
C -2.0593 -0.0786 1.4284
C -2.1513 -1.0015 2.4739
C -2.9087 2.0316 0.4263
C -3.8693 3.0663 0.3082
C -3.6699 4.0973 -0.5561
C -2.5038 4.1307 -1.3513
C -2.2512 5.1380 -2.3061
C -1.1101 5.1057 -3.0578
C -0.1597 4.0907 -2.8448
C -0.3684 3.1168 -1.9077
C -1.5710 3.0833 -1.1715
N -1.7886 2.0541 -0.2943
H -3.2298 -1.7497 4.1772
H -5.0213 -0.0434 3.9913
H -4.9001 1.6565 2.2510
H -1.3887 -1.7689 2.5771
H -4.7737 3.0417 0.8942
H -4.3899 4.9024 -0.6357
H -2.9803 5.9282 -2.4336
H -0.9358 5.8609 -3.8118
H 0.7353 4.0795 -3.4559
H 0.3638 2.3458 -1.7143
C -1.6706 -3.4612 0.6005
N -2.0063 -4.8107 0.1949
C -3.0489 -4.7496 -0.8357
N -2.5982 -3.9697 -1.9864
C -2.2593 -2.6291 -1.5571
N -1.1712 -2.6161 -0.5229
C -0.0039 -3.3398 -1.1065
N -0.3296 -4.6834 -1.5395
C -0.8246 -5.4439 -0.3913
C -1.4011 -4.6022 -2.5424
H -0.8893 -3.5123 1.3654
H -2.5568 -2.9867 1.0212
H -3.9467 -4.2928 -0.4152
H -3.2866 -5.7619 -1.1626
H -3.1369 -2.1486 -1.1179
H -1.9366 -2.0682 -2.4284
H 0.7745 -3.4120 -0.3396
H 0.3787 -2.7819 -1.9569
H -0.0390 -5.5108 0.3664
H -1.0804 -6.4522 -0.7167
H -1.6506 -5.6083 -2.8796
H -1.0464 -4.0207 -3.3948
N 4.9612 3.1934 -2.0475
C 4.8544 1.7045 -2.2022
C 3.3720 1.3279 -2.1354
N 2.7152 1.7833 -0.9221
C 2.9134 3.2014 -0.6909
C 4.3849 3.6294 -0.7341
H 4.4203 3.6287 -2.7988
H 5.9264 3.5079 -2.1477
H 5.4223 1.2481 -1.3925
H 5.2980 1.4067 -3.1512
H 3.2723 0.2494 -2.2272
H 2.8509 1.7714 -2.9914
H 2.9510 1.2246 -0.1115
H 2.4919 3.4692 0.2765
H 2.3655 3.7570 -1.4608
H 4.9614 3.1438 0.0522
H 4.4877 4.7090 -0.6342
F -0.1142 -1.3587 -3.6379
B 0.0375 -0.2325 -2.9141
F 0.5268 0.8305 -3.6023
F -1.1688 0.1047 -2.1576
F 0.9198 -0.4769 -1.7309


44
Properties=species:S:1:pos:R:3 method="wB97M-V/def2-TZVPD" charge=-1 energy_ha=-2073.28887 orbital_gap_ev=5.9 max_force_ev_per_a=2.1
C 3.9245 2.4042 -1.8518
C 4.4614 2.4381 -3.2799
O 3.9332 1.2570 -3.8859
C 3.0324 0.6626 -2.9877
O 2.5446 -0.4289 -3.2681
N 2.8763 1.4454 -1.8773
H 4.7817 2.1173 -1.2051
H 3.5123 3.3818 -1.5823
H 4.0824 3.3223 -3.8073
H 5.5545 2.4032 -3.3573
C 1.7885 -4.7270 3.6830
O 2.0121 -3.3080 3.7759
C 1.6177 -2.4999 2.7547
C 0.9724 -2.9399 1.5746
C 0.5763 -2.0152 0.6161
C 0.9034 -0.6457 0.7168
C 0.4286 0.3105 -0.2775
C -0.8920 0.3636 -0.5933
S -1.6555 1.6170 -1.6211
O -1.0983 2.9101 -1.2614
O -1.7333 1.1469 -2.9809
C -3.3335 1.5491 -0.9298
C -3.5980 0.4970 -0.0719
C -4.8575 0.3561 0.5254
C -5.8446 1.3066 0.2549
C -5.5807 2.3739 -0.5992
C -4.3234 2.5022 -1.1938
S -2.1929 -0.6039 0.2418
O -2.4446 -1.8313 -0.4861
O -1.9980 -0.6091 1.6769
C 1.5715 -0.2304 1.8894
C 1.9006 -1.1155 2.8919
H 2.2127 -5.1649 4.5866
H 0.7155 -4.9484 3.6440
H 2.2925 -5.1497 2.8056
H 0.7682 -4.0048 1.4383
H 0.0506 -2.3618 -0.2663
H 1.1612 0.9837 -0.7365
H -5.0542 -0.4847 1.1944
H -6.8206 1.2134 0.7159
H -6.3465 3.1158 -0.8028
H -4.0892 3.3389 -1.8525
H 1.7903 0.8315 1.9920
H 2.3975 -0.7792 3.7975


47
Properties=species:S:1:pos:R:3 method="wB97M-V/def2-TZVPD" charge=+3 energy_ha=-1883.36621 orbital_gap_ev=5.0 max_force_ev_per_a=0.8
Ti -1.2786 -0.1998 0.4598
O 0.3272 -0.2526 -0.7307
C 0.9039 1.2079 -0.6734
C -0.3460 2.0751 -0.8702
O -0.4940 3.2087 -1.0299
O -1.5518 1.2220 -0.5156
C 1.2549 1.2868 0.8107
C 0.2562 0.9631 1.7916
C 0.6054 0.8231 3.1454
C 1.9231 0.9981 3.5463
C 2.8641 1.3805 2.6056
C 2.5370 1.5076 1.2433
C 1.9342 1.3077 -1.7386
C 1.7744 2.1500 -2.8401
C 2.7253 2.1363 -3.8506
C 3.8095 1.2750 -3.7831
C 3.9631 0.4140 -2.6992
C 3.0349 0.4329 -1.6749
H 0.9221 -0.7918 -1.2868
H -0.7906 1.3474 1.7140
H -0.1674 0.6643 3.8876
H 2.1958 0.9057 4.5889
H 3.8820 1.5826 2.9161
H 3.3108 1.7692 0.5342
H 0.9477 2.8423 -2.9134
H 2.6136 2.8004 -4.6966
H 4.5409 1.2732 -4.5804
H 4.8075 -0.2598 -2.6535
H 3.1727 -0.2282 -0.8252
N -3.1829 -0.1207 1.4228
C -3.9763 -1.4127 1.3384
C -3.9754 -1.9367 -0.0821
C -2.5894 -2.1896 -0.6870
C -1.6101 -3.0505 0.1203
N -0.8909 -2.2386 1.1667
H -3.1565 0.1842 2.4000
H -3.7121 0.6125 0.9390
H -4.9884 -1.2100 1.6861
H -3.5256 -2.1090 2.0462
H -4.5416 -1.2715 -0.7376
H -4.5160 -2.8862 -0.0870
H -2.1230 -1.2438 -1.1094
H -2.7122 -2.6658 -1.6652
H -0.8533 -3.4761 -0.5351
H -2.1456 -3.8751 0.5895
H 0.0881 -2.5165 1.2187
H -1.2667 -2.4356 2.0943


60
Properties=species:S:1:pos:R:3 method="wB97M-V/def2-TZVPD" charge=0 relative_energy_kcal_mol=82.1 energy_ha=-1193.66713 orbital_gap_ev=8.6 smiles="C=CCOc1ccccc1CN1CCN(CCc2ccccc2)[C@@H](CCO)C1" max_force_ev_per_a=0.5
C 3.3839 -3.3472 4.6771
C 3.6470 -2.0551 4.6532
C 3.3012 -1.1265 3.5224
O 2.5117 -1.6926 2.5046
C 1.1946 -1.9646 2.7494
C 0.5540 -1.7103 3.9561
C -0.7870 -2.0166 4.1145
C -1.4983 -2.5955 3.0818
C -0.8586 -2.8595 1.8821
C 0.4770 -2.5447 1.6907
C 1.1377 -2.7753 0.3519
N 0.9630 -1.6966 -0.6114
C 1.5253 -0.4297 -0.1867
C 1.5333 0.5181 -1.3897
N 0.2204 0.7211 -1.9697
C -0.6219 1.6823 -1.2838
H -1.2899 1.2193 -0.5412
C -1.4697 2.4680 -2.2999
C -2.2814 3.5170 -1.6000
C -1.7870 4.8046 -1.4348
C -2.5202 5.7618 -0.7564
C -3.7593 5.4422 -0.2281
C -4.2598 4.1608 -0.3828
C -3.5246 3.2064 -1.0629
H -3.9217 2.2082 -1.1845
H -5.2267 3.9051 0.0260
H -4.3335 6.1891 0.3002
H -2.1248 6.7607 -0.6405
H -0.8211 5.0591 -1.8478
H -0.7957 2.9233 -3.0260
H -2.1264 1.7787 -2.8323
H 0.0160 2.3918 -0.7512
C -0.4414 -0.5458 -2.2504
C -0.4062 -1.4994 -1.0409
H -1.0325 -1.0821 -0.2309
H -0.8271 -2.4638 -1.3339
C 0.1733 -1.2265 -3.4788
H -0.4254 -2.1037 -3.7314
H 1.1796 -1.5708 -3.2339
C 0.2197 -0.2919 -4.6872
O 0.7562 -0.9141 -5.8328
H 1.6362 -1.2421 -5.6166
H 0.7902 0.6098 -4.4296
H -0.7912 0.0113 -4.9688
H -1.4885 -0.3222 -2.4795
H 2.1786 0.0918 -2.1621
H 1.9456 1.4876 -1.1028
H 0.9450 0.0236 0.6381
H 2.5452 -0.5974 0.1627
H 2.2130 -2.9041 0.4953
H 0.7317 -3.6821 -0.1061
H -1.4052 -3.3289 1.0768
H -2.5406 -2.8460 3.2082
H -1.2687 -1.8071 5.0581
H 1.0946 -1.2848 4.7869
H 2.8320 -0.2131 3.9180
H 4.2272 -0.8269 3.0154
H 4.1634 -1.5707 5.4713
H 3.6633 -3.9673 5.5109
H 2.8745 -3.8367 3.8637


30
Properties=species:S:1:pos:R:3 method="wB97M-V/def2-TZVPD" charge=0 energy_ha=-1234.30759 orbital_gap_ev=9.0 smiles=CSc1nc2c(c(C(F)(F)F)n1)C[C@H](C)CC2 max_force_ev_per_a=0.8
C 4.6865 0.8815 0.0340
H 5.7688 0.9456 0.0586
H 4.2939 1.3405 -0.8667
H 4.2523 1.3456 0.9127
S 4.2751 -0.8890 0.0297
C 2.5452 -0.7908 0.0142
N 1.9775 0.4071 0.0076
C 0.6562 0.4705 0.0043
C -0.1424 -0.6848 0.0074
C 0.5758 -1.8801 -0.0023
N 1.8937 -1.9467 0.0047
C -0.1263 -3.2195 -0.0201
F -0.8390 -3.4269 1.1055
F 0.7066 -4.2467 -0.1415
F -1.0076 -3.3115 -1.0354
C -1.6379 -0.6237 -0.0119
C -2.1707 0.7596 0.3665
C -3.6704 0.8387 0.1017
H -4.0628 1.8028 0.4163
H -3.8770 0.7135 -0.9590
H -4.1960 0.0594 0.6482
C -1.4056 1.8216 -0.4221
C 0.0552 1.8393 0.0114
H 0.6572 2.4890 -0.6260
H 0.1361 2.2296 1.0308
H -1.8470 2.8056 -0.2568
H -1.4730 1.5981 -1.4890
H -1.9929 0.9245 1.4352
H -2.0508 -1.3759 0.6634
H -1.9806 -0.8769 -1.0212


60
Properties=species:S:1:pos:R:3 method="wB97M-V/def2-TZVPD" charge=0 energy_ha=-1800.24267 orbital_gap_ev=8.8 max_force_ev_per_a=1.7
H 0.0404 3.2402 0.8177
N 0.4815 1.9157 -0.7726
B 0.9368 0.9090 -3.0510
N 0.8610 2.1193 -2.0906
C 0.9495 3.4394 -2.3327
Mg 0.1592 0.0489 0.0813
H 1.2406 3.8024 -3.3023
C 0.5931 4.1248 -1.1751
H 0.5203 5.1817 -1.0156
C 0.3347 3.1310 -0.2163
H 1.2022 1.2111 -4.1737
C -2.0372 -2.6168 1.1265
H -2.3607 -2.7002 2.1728
H -1.0735 -3.1198 0.9849
H -2.7922 -3.0845 0.4823
N -0.4844 0.2636 -2.9428
N 1.8789 -0.2047 -2.4926
N -0.9880 -0.1782 -1.7209
N 1.5819 -0.7562 -1.2481
C -1.3678 0.0154 -3.9238
C 2.8742 -0.9098 -3.0684
H -1.1389 0.3087 -4.9374
H 3.3043 -0.6189 -4.0144
C -2.4820 -0.5900 -3.3557
C 3.2027 -1.9711 -2.2329
C -2.2009 -0.7095 -1.9778
C 2.3521 -1.8469 -1.1245
H -3.3694 -0.8879 -3.8733
H 3.9487 -2.7286 -2.3681
H -2.8132 -1.1355 -1.1897
H 2.2577 -2.5094 -0.2821
H -1.9290 -1.5549 0.8448
C 1.6846 2.4010 2.8110
Si 0.0874 1.4754 3.2149
C 0.1070 1.2801 5.0986
C -1.4749 2.4668 2.8704
C -0.0464 -0.1361 2.2931
Si 0.9772 -1.4344 3.1591
C 0.0350 -2.2247 4.6045
C 1.4774 -2.8531 2.0336
C 2.6004 -0.7585 3.8602
H 1.7066 3.3145 3.4218
H 1.7790 2.6949 1.7584
H 2.5727 1.8052 3.0535
H 0.1481 2.2942 5.5196
H -0.8131 0.7986 5.4507
H 0.9533 0.7195 5.5059
H -1.6706 2.6065 1.8001
H -2.3368 1.9386 3.2992
H -1.4092 3.4559 3.3455
H -1.1117 -0.4200 2.3239
H -0.9167 -2.6653 4.2767
H 0.6596 -3.0306 5.0161
H -0.1843 -1.5157 5.4122
H 2.5336 -2.7570 1.7414
H 1.3731 -3.8002 2.5815
H 0.8772 -2.9282 1.1211
H 3.2600 -0.3999 3.0596
H 2.5113 0.0477 4.5952
H 3.1004 -1.5967 4.3667


55
Properties=species:S:1:pos:R:3 method="wB97M-V/def2-TZVPD" charge=+1 energy_ha=-6605.28257 orbital_gap_ev=6.6 max_force_ev_per_a=10.1
Al -1.9649 -16.7851 -36.2039
As 0.0150 -18.9812 -38.0373
F 1.3896 -19.5296 -36.9844
F -0.6829 -17.9451 -36.7276
F -1.3038 -18.5027 -39.1590
F 0.8003 -19.6899 -39.4435
F -0.9000 -20.4730 -37.6182
F 0.9981 -17.4833 -38.4778
As -4.6437 -18.3864 -34.6148
F -5.9428 -19.6759 -34.1813
F -4.6645 -18.0054 -32.8806
F -3.2460 -17.2657 -34.9959
F -4.7822 -19.0895 -36.2935
F -5.9126 -17.0934 -34.8433
F -3.3208 -19.6017 -34.3483
C -3.2788 -19.0303 -37.7280
O -2.3978 -17.8907 -37.8117
H -2.9568 -19.6504 -36.8914
H -4.2871 -18.6726 -37.5192
H -3.2622 -19.7118 -38.5785
H -2.4632 -17.6266 -38.7323
C 1.1507 -15.3211 -38.7139
C -0.0082 -15.6254 -37.7241
C -0.9439 -14.4347 -37.4791
O -2.2188 -14.7077 -36.7781
C -2.7834 -13.4568 -36.5048
N -0.8524 -16.6948 -38.3344
H 1.7460 -16.2143 -38.9033
H 1.5610 -14.3274 -38.5349
H 0.8341 -15.2661 -39.7554
H 0.2805 -16.0491 -36.7622
H -1.2424 -13.9756 -38.4216
H -0.3295 -13.7682 -36.8738
H -2.1768 -12.6041 -36.8100
H -3.0785 -13.3654 -35.4595
H -3.7209 -13.4497 -37.0607
H -0.2326 -17.3754 -38.7500
H -1.3195 -16.3032 -39.1397
C -5.6816 -14.9625 -37.6213
C -4.3734 -15.4807 -36.9290
C -4.2270 -14.9449 -35.5684
O -3.0300 -15.3440 -34.9284
C -3.1078 -14.9550 -33.5638
N -4.0001 -16.8960 -37.1673
H -5.5969 -13.8844 -37.4850
H -6.5333 -15.4219 -37.1197
H -5.6933 -15.1570 -38.6938
H -3.6325 -15.0259 -37.5865
H -5.1115 -15.4275 -35.1528
H -4.2667 -13.8565 -35.5262
H -3.4803 -13.9337 -33.4842
H -2.0759 -15.0050 -33.2163
H -3.8669 -15.5807 -33.0944
H -4.8190 -17.4800 -37.0756
H -3.8354 -17.0275 -38.1551


111
Properties=species:S:1:pos:R:3 method="wB97M-V/def2-TZVPD" multiplicity=4 charge=-1 relative_energy_kcal_mol=0.0 energy_ha=-5280.49016 orbital_gap_ev="6.9 / 6.2" max_force_ev_per_a=2.5
Re 1.0063 0.3065 0.6481
S 1.7566 -2.1235 0.4723
C 3.4405 -1.8750 0.8640
C 4.3451 -2.8864 0.4378
C 5.7099 -2.7313 0.6217
C 6.6161 -3.6945 0.0717
N 7.1861 -4.5388 -0.4799
C 6.2602 -1.6036 1.2576
C 5.3665 -0.6224 1.6908
C 3.9994 -0.7198 1.4981
S 2.9606 0.5533 2.0442
C 7.6684 -1.4277 1.4835
N 8.7882 -1.2423 1.6566
H 4.0073 -3.7577 -0.0775
H 5.7245 0.3028 2.1480
C -2.1980 1.6150 -4.6119
Si -3.4723 0.7864 -3.5438
C -4.1810 -0.5966 -4.6547
C -4.8976 1.8394 -2.8449
C -2.6187 -0.0884 -2.1050
C -2.8617 -1.4278 -1.9058
C -2.0831 -2.2002 -1.0340
C -1.1387 -1.5160 -0.3295
N -0.8181 -0.2081 -0.4512
C -1.5477 0.5040 -1.4043
S -1.5387 2.2391 -1.6175
H -2.4944 1.3971 -5.6703
H -1.1879 1.1901 -4.5774
H -2.1767 2.7036 -4.4203
H -4.6237 -0.1154 -5.5565
H -4.9584 -1.2329 -4.2239
H -3.3789 -1.2575 -4.9657
H -5.6897 2.0374 -3.5420
H -4.5471 2.8015 -2.3965
H -5.1829 1.2298 -1.9740
H -3.6211 -1.9443 -2.4781
H -2.2279 -3.2863 -0.8824
H -0.5180 -1.9634 0.4417
N 5.7350 -4.7711 -3.3455
C 4.6281 -3.9486 -3.4898
C 4.6486 -2.9198 -4.4216
C 3.5062 -2.1231 -4.5852
C 2.3545 -2.3314 -3.8646
C 2.3139 -3.3754 -2.9251
C 3.4589 -4.1732 -2.7675
S 1.0072 -1.1777 -4.0416
O -0.2159 -1.8958 -4.1906
O 1.3457 -0.2022 -5.0659
N 1.0573 -0.5693 -2.5827
C 2.0208 0.2754 -2.2517
S 3.1407 1.0604 -3.3405
C 3.8075 2.0067 -2.0868
C 3.2582 1.7325 -0.8997
N 2.2619 0.7436 -1.0149
H 6.6570 -4.3629 -3.5496
H 5.7782 -5.4247 -2.5643
H 5.5728 -2.7803 -4.9954
H 3.4977 -1.3668 -5.3327
H 1.4598 -3.5683 -2.2972
H 3.4368 -4.9577 -1.9843
H 4.6976 2.5989 -2.2320
H 3.5626 2.1190 0.0480
O -0.1549 0.4200 2.3202
S -3.7450 -3.2289 2.5671
C -3.0418 -2.6504 4.1152
C -1.7187 -2.2446 4.1012
C -1.2081 -1.6781 5.2953
C -1.8964 -1.7848 6.4771
C -3.1814 -2.2643 6.4691
C -3.7651 -2.7010 5.2991
C -4.4280 -1.6788 1.9244
C -5.7977 -1.6756 1.5565
C -6.3613 -0.5057 1.0995
C -5.6255 0.6157 0.8558
C -4.2677 0.5993 1.1398
C -3.6706 -0.5187 1.6931
H -1.0952 -2.1877 3.2412
H -0.1998 -1.2719 5.2850
H -1.4823 -1.4183 7.3992
H -3.7097 -2.3623 7.3919
H -4.7476 -3.1409 5.3626
H -6.3468 -2.5984 1.7720
H -7.4278 -0.4803 0.8489
H -6.0421 1.5297 0.5417
H -3.7327 1.4958 0.9257
H -2.6253 -0.4585 1.9247
C 0.2018 4.0894 5.6019
C -0.7982 4.4623 4.7253
C -1.0021 3.7195 3.5380
C -0.2596 2.6111 3.3453
C 0.6340 2.1330 4.3396
C 0.8922 2.8781 5.4583
C -0.5209 1.7416 2.1074
C 0.3236 2.0968 0.8836
C 0.2467 3.2680 0.0185
C 0.1229 4.5858 0.4374
C 0.0655 5.6378 -0.4721
C 0.1552 5.4287 -1.8403
C 0.2473 4.1614 -2.3159
C 0.1492 2.9295 -1.4323
H 0.4540 4.7028 6.4882
H -1.3667 5.3419 4.9538
H -1.7560 4.0158 2.8460
H 1.0426 1.1607 4.1545
H 1.5765 2.5179 6.1951
H -1.5867 1.8221 1.7787
H 0.1993 4.8279 1.4878
H -0.0773 6.6132 -0.0211
H 0.3315 6.2460 -2.5139
H 0.2868 3.9666 -3.3663
H 0.8460 2.1967 -1.8117